No. 1
{"formula": "C45H133N7O18", "method": "ωB97M-V/def2-TZVPD", "e_tot_ha": -3531.5457, "symbols": ["C", "C", "O", "H", "H", "H", "H", "H", "H", "C", "C", "O", "H", "H", "H", "H", "H", "H", "C", "C", "O", "H", "H", "H", "H", "H", "H", "C", "C", "O", "H", "H", "H", "H", "H", "H", "C", "C", "O", "H", "H", "H", "H", "H", "H", "C", "C", "O", "H", "H", "H", "H", "H", "H", "C", "C", "C", "O", "C", "N", "H", "H", "H", "H", "H", "H", "H", "H", "H", "H", "H", "C", "C", "C", "O", "C", "N", "H", "H", "H", "H", "H", "H", "H", "H", "H", "H", "H", "C", "C", "C", "O", "C", "N", "H", "H", "H", "H", "H", "H", "H", "H", "H", "H", "H", "C", "C", "C", "O", "C", "N", "H", "H", "H", "H", "H", "H", "H", "H", "H", "H", "H", "C", "C", "C", "O", "C", "N", "H", "H", "H", "H", "H", "H", "H", "H", "H", "H", "H", "C", "C", "C", "O", "C", "N", "H", "H", "H", "H", "H", "H", "H", "H", "H", "H", "H", "C", "C", "C", "O", "C", "N", "H", "H", "H", "H", "H", "H", "H", "H", "H", "H", "H", "C", "O", "H", "H", "H", "H", "C", "O", "H", "H", "H", "H", "C", "O", "H", "H", "H", "H", "C", "O", "H", "H", "H", "H", "C", "O", "H", "H", "H", "H"], "xyz": [[-4.907, -9.134, -15.809], [-4.671, -9.515, -17.242], [-3.691, -8.622, -17.766], [-4.033, -9.412, -15.220], [-5.737, -9.672, -15.351], [-5.074, -8.070, -15.643], [-5.597, -9.617, -17.809], [-4.244, -10.518, -17.232], [-3.749, -8.654, -18.723], [-2.564, -17.104, -11.177], [-2.670, -18.575, -11.608], [-2.857, -19.321, -10.437], [-2.440, -16.545, -12.104], [-1.795, -16.929, -10.425], [-3.500, -16.707, -10.785], [-1.772, -18.925, -12.117], [-3.509, -18.663, -12.298], [-3.748, -19.082, -10.171], [-3.593, -20.387, -14.566], [-2.559, -21.421, -14.182], [-3.118, -22.700, -14.155], [-3.903, -20.691, -15.566], [-3.213, -19.366, -14.594], [-4.459, -20.355, -13.905], [-2.117, -21.161, -13.220], [-1.794, -21.407, -14.958], [-2.430, -23.350, -13.995], [-7.995, -12.007, -8.032], [-7.973, -13.148, -9.098], [-6.764, -12.947, -9.800], [-7.832, -11.009, -8.440], [-7.228, -12.151, -7.270], [-8.945, -11.987, -7.498], [-8.805, -13.290, -9.787], [-7.808, -14.140, -8.676], [-6.755, -12.099, -10.250], [-4.847, -17.901, -19.223], [-4.826, -16.669, -20.259], [-5.502, -17.032, -21.452], [-4.534, -17.539, -18.243], [-4.232, -18.732, -19.570], [-5.828, -18.375, -19.209], [-3.795, -16.325, -20.350], [-5.393, -15.829, -19.859], [-5.636, -16.171, -21.855], [-1.896, -14.360, -16.955], [-1.875, -15.890, -16.873], [-2.291, -16.345, -15.573], [-1.438, -14.001, -17.877], [-1.452, -13.844, -16.104], [-2.936, -14.083, -17.124], [-0.823, -16.147, -17.001], [-2.430, -16.374, -17.677], [-1.512, -16.779, -15.218], [-12.528, -10.896, -14.493], [-12.283, -9.792, -15.490], [-10.958, -10.014, -16.242], [-9.901, -10.165, -15.314], [-8.688, -10.549, -15.977], [-13.387, -9.781, -16.456], [-11.805, -10.998, -13.683], [-12.660, -11.886, -14.931], [-13.452, -10.665, -13.964], [-12.255, -8.774, -15.102], [-10.798, -9.165, -16.907], [-11.017, -10.986, -16.732], [-8.076, -9.828, -16.520], [-8.785, -11.443, -16.592], [-8.055, -10.844, -15.141], [-13.105, -9.556, -17.399], [-13.701, -10.735, -16.559], [0.340, -7.903, -15.250], [0.048, -9.308, -14.794], [-0.756, -10.104, -15.821], [-0.010, -10.275, -17.096], [-0.821, -10.638, -18.144], [1.312, -9.998, -14.467], [-0.617, -7.400, -15.386], [0.808, -7.767, -16.225], [0.973, -7.325, -14.576], [-0.624, -9.333, -13.935], [-1.705, -9.578, -15.925], [-1.056, -11.048, -15.365], [-1.278, -11.620, -18.024], [-0.107, -10.693, -18.966], [-1.533, -9.837, -18.343], [1.766, -10.129, -15.360], [1.917, -9.378, -13.949], [-3.053, -12.948, -20.355], [-3.720, -11.622, -20.784], [-3.099, -10.840, -21.941], [-1.792, -10.397, -21.521], [-1.099, -9.812, -22.635], [-5.095, -11.966, -21.192], [-1.999, -12.803, -20.120], [-2.943, -13.500, -21.288], [-3.608, -13.459, -19.568], [-3.697, -10.935, -19.938], [-3.757, -10.057, -22.317], [-2.887, -11.512, -22.773], [-1.020, -10.462, -23.507], [-0.104, -9.489, -22.330], [-1.496, -8.850, -22.959], [-5.687, -11.166, -21.366], [-5.504, -12.372, -20.363], [-7.311, -16.116, -11.030], [-7.774, -17.207, -11.973], [-6.819, -17.658, -13.055], [-6.698, -16.687, -14.070], [-5.791, -17.086, -15.116], [-8.007, -18.397, -11.117], [-8.049, -15.817, -10.285], [-7.219, -15.247, -11.681], [-6.385, -16.358, -10.509], [-8.708, -16.947, -12.472], [-7.248, -18.565, -13.482], [-5.818, -17.886, -12.690], [-4.793, -17.324, -14.748], [-5.677, -16.268, -15.826], [-6.264, -17.964, -15.557], [-8.504, -19.111, -11.631], [-8.699, -18.179, -10.415], [-0.417, -13.543, -13.642], [0.261, -13.160, -12.305], [1.707, -13.671, -12.169], [2.335, -13.029, -11.006], [3.488, -13.719, -10.538], [0.209, -11.760, -12.250], [0.153, -13.192, -14.502], [-1.407, -13.087, -13.630], [-0.565, -14.623, -13.643], [-0.262, -13.546, -11.430], [2.330, -13.439, -13.033], [1.625, -14.753, -12.063], [4.382, -13.336, -11.030], [3.558, -14.782, -10.767], [3.546, -13.545, -9.464], [0.869, -11.439, -11.556], [0.514, -11.244, -13.063], [-13.873, -14.005, -10.836], [-12.764, -14.983, -11.116], [-11.397, -14.337, -11.283], [-11.332, -13.641, -12.543], [-9.996, -13.154, -12.775], [-12.838, -15.954, -10.053], [-14.833, -14.520, -10.815], [-14.036, -13.201, -11.554], [-13.732, -13.473, -9.895], [-12.931, -15.517, -12.051], [-10.617, -15.050, -11.015], [-11.319, -13.615, -10.470], [-9.809, -12.261, -12.179], [-9.833, -12.908, -13.825], [-9.254, -13.902, -12.493], [-12.978, -15.544, -9.140], [-13.721, -16.436, -10.138], [-12.452, -16.394, -16.504], [-12.065, -15.246, -15.595], [-11.312, -14.133, -16.386], [-10.144, -14.653, -17.007], [-9.030, -14.990, -16.149], [-13.240, -14.704, -14.936], [-13.145, -17.177, -16.198], [-11.561, -16.952, -16.792], [-12.855, -16.008, -17.441], [-11.348, -15.619, -14.864], [-10.967, -13.253, -15.842], [-11.928, -13.717, -17.183], [-9.285, -15.889, -15.587], [-8.705, -14.201, -15.472], [-8.201, -15.263, -16.802], [-12.972, -14.192, -14.108], [-13.777, -15.449, -14.516], [-6.053, -13.801, -17.899], [-6.405, -12.696, -18.712], [-4.973, -13.856, -17.761], [-6.358, -13.631, -16.867], [-6.534, -14.748, -18.141], [-7.356, -12.564, -18.715], [-3.019, -10.522, -12.197], [-2.128, -10.751, -11.119], [-3.192, -11.425, -12.782], [-4.031, -10.170, -11.996], [-2.660, -9.675, -12.781], [-1.293, -11.084, -11.456], [-4.793, -13.832, -14.183], [-6.215, -14.048, -14.141], [-4.354, -14.625, -14.789], [-4.481, -12.912, -14.677], [-4.317, -13.984, -13.214], [-6.328, -15.000, -14.098], [-3.564, -13.576, -9.937], [-4.488, -14.324, -9.123], [-2.535, -13.933, -9.898], [-3.896, -13.493, -10.971], [-3.407, -12.577, -9.529], [-5.380, -14.020, -9.305], [-7.044, -10.568, -12.541], [-7.305, -10.686, -11.171], [-7.052, -11.548, -13.019], [-7.878, -9.984, -12.931], [-6.112, -10.007, -12.609], [-7.443, -9.805, -10.816]]}

No. 2
{"formula": "C45H28CrF7N6P", "method": "ωB97M-V/def2-TZVPD", "e_tot_ha": -4144.7003, "total_charge": 1, "spin_multiplicity": 4, "symbols": ["Cr", "C", "C", "C", "C", "C", "C", "P", "C", "C", "C", "C", "C", "C", "C", "C", "C", "C", "C", "C", "C", "C", "C", "C", "H", "H", "H", "H", "H", "H", "H", "H", "H", "H", "H", "H", "H", "H", "H", "H", "N", "C", "C", "N", "H", "H", "H", "H", "H", "H", "H", "H", "F", "C", "F", "F", "C", "C", "C", "C", "C", "C", "C", "C", "H", "H", "H", "H", "F", "C", "C", "F", "C", "C", "C", "F", "C", "C", "C", "N", "C", "N", "F", "C", "C", "N", "C", "N"], "xyz": [[0.548, 0.558, -1.855], [-3.436, 2.729, 2.473], [-3.518, 2.125, 1.224], [-2.369, 1.918, 0.479], [-1.133, 2.325, 0.979], [-1.052, 2.944, 2.221], [-2.208, 3.137, 2.968], [0.327, 2.179, -0.085], [1.810, 2.275, 0.953], [1.939, 1.470, 2.085], [3.096, 1.524, 2.848], [4.132, 2.372, 2.482], [4.010, 3.177, 1.357], [2.850, 3.136, 0.596], [0.275, 3.769, -0.965], [0.260, 5.007, -0.381], [0.083, 6.149, -1.189], [-0.128, 6.016, -2.535], [-0.163, 4.741, -3.148], [-0.493, 4.556, -4.511], [-0.625, 3.293, -5.009], [-0.371, 2.161, -4.197], [0.049, 2.284, -2.895], [0.088, 3.600, -2.347], [-4.333, 2.882, 3.059], [-4.478, 1.814, 0.832], [-2.433, 1.446, -0.495], [-0.098, 3.268, 2.619], [-2.143, 3.610, 3.940], [1.133, 0.803, 2.368], [3.188, 0.904, 3.731], [5.034, 2.412, 3.080], [4.812, 3.849, 1.079], [2.744, 3.789, -0.263], [0.372, 5.121, 0.691], [0.086, 7.130, -0.733], [-0.302, 6.893, -3.148], [-0.681, 5.421, -5.135], [-0.934, 3.144, -6.036], [-0.568, 1.187, -4.632], [2.610, 0.435, -1.269], [3.350, -0.482, -2.173], [3.009, -0.058, -3.579], [1.531, -0.070, -3.690], [3.063, 1.345, -1.263], [2.659, 0.110, -0.306], [3.008, -1.500, -1.981], [4.423, -0.445, -1.991], [3.482, -0.701, -4.320], [3.349, 0.964, -3.753], [1.212, -1.020, -3.868], [1.237, 0.486, -4.485], [-3.548, -5.365, 3.779], [-2.781, -4.498, 4.457], [-1.888, -5.197, 5.164], [-3.578, -3.849, 5.322], [-2.118, -3.522, 3.515], [-0.740, -3.376, 3.495], [-0.157, -2.481, 2.610], [-0.959, -1.727, 1.757], [-2.352, -1.870, 1.796], [-2.927, -2.769, 2.671], [-0.389, -0.810, 0.815], [0.110, -0.025, 0.032], [-0.125, -3.964, 4.164], [0.920, -2.366, 2.583], [-2.970, -1.275, 1.134], [-4.003, -2.894, 2.697], [0.540, -2.229, -2.022], [-0.048, -3.155, -1.216], [0.798, -3.897, -0.440], [2.104, -3.631, -0.529], [0.334, -4.910, 0.416], [-1.066, -5.100, 0.373], [-1.903, -4.327, -0.392], [-3.211, -4.539, -0.287], [-1.439, -3.286, -1.212], [-2.318, -2.378, -1.917], [-1.807, -1.133, -2.204], [-1.232, -0.127, -2.329], [-3.695, -2.613, -2.203], [-4.808, -2.752, -2.466], [-1.621, -6.018, 1.150], [1.189, -5.627, 1.302], [0.740, -6.687, 2.136], [0.441, -7.551, 2.838], [2.553, -5.264, 1.491], [3.649, -4.969, 1.694]]}